{
  "formula": "C39H58Br2Cl5KN5O17P3",
  "method": "ωB97M-V/def2-TZVPD",
  "charge": -2,
  "e_tot_ev": -330533.8596,
  "homo_energy_ev": -2.7,
  "symbols": ["K", "Br", "C", "Br", "H", "H", "C", "C", "C", "O", "P", "O", "C", "P", "O", "O", "C", "C", "C", "O", "C", "C", "C", "O", "C", "C", "C", "H", "H", "H", "H", "H", "H", "H", "H", "H", "H", "H", "H", "H", "H", "H", "H", "H", "H", "H", "H", "H", "H", "H", "H", "H", "H", "H", "H", "H", "H", "O", "C", "O", "C", "C", "C", "C", "C", "C", "O", "N", "O", "O", "N", "O", "O", "H", "H", "Cl", "C", "C", "Cl", "C", "Cl", "C", "O", "C", "Cl", "C", "Cl", "O", "P", "N", "C", "C", "C", "C", "N", "C", "C", "C", "C", "N", "C", "C", "C", "C", "H", "H", "H", "H", "H", "H", "H", "H", "H", "H", "H", "H", "H", "H", "H", "H", "H", "H", "H", "H", "H", "H", "H", "H", "O", "O"],
  "xyz": [[1.406, 1.341, 1.148], [-1.339, 5.193, -1.005], [0.267, 4.155, -1.271], [-0.020, 2.640, -2.416], [0.599, 3.778, -0.312], [0.996, 4.798, -1.740], [-3.038, 0.897, 5.827], [-2.271, -0.396, 5.612], [-1.846, -1.048, 6.912], [-1.090, -0.093, 4.868], [-0.807, -0.604, 3.383], [0.497, -0.091, 2.958], [-2.228, -0.101, 2.397], [-1.935, 1.403, 1.356], [-0.744, 2.219, 1.036], [-2.623, 2.276, 2.623], [-2.427, 3.687, 2.659], [-1.147, 4.021, 3.403], [-3.645, 4.284, 3.345], [-3.110, 1.617, 0.281], [-4.457, 1.222, 0.535], [-4.748, -0.064, -0.220], [-5.349, 2.364, 0.093], [-0.867, -2.185, 3.460], [-2.039, -3.017, 3.322], [-2.043, -3.967, 4.500], [-1.997, -3.753, 1.997], [-3.985, 0.702, 6.338], [-3.235, 1.389, 4.872], [-2.442, 1.577, 6.438], [-2.898, -1.096, 5.044], [-1.306, -0.325, 7.525], [-1.180, -1.892, 6.714], [-2.716, -1.401, 7.469], [-3.038, 0.164, 3.077], [-2.527, -0.928, 1.764], [-2.360, 4.063, 1.635], [-1.138, 3.498, 4.364], [-1.085, 5.097, 3.591], [-0.271, 3.718, 2.828], [-3.693, 3.947, 4.386], [-4.564, 3.977, 2.842], [-3.592, 5.376, 3.341], [-4.591, 1.063, 1.609], [-4.677, 0.116, -1.293], [-5.751, -0.434, 0.013], [-4.012, -0.827, 0.035], [-5.217, 2.540, -0.978], [-5.079, 3.277, 0.625], [-6.400, 2.134, 0.287], [-2.932, -2.381, 3.362], [-1.133, -4.569, 4.482], [-2.906, -4.632, 4.442], [-2.082, -3.420, 5.448], [-1.066, -4.308, 1.915], [-2.023, -3.066, 1.155], [-2.847, -4.441, 1.932], [0.724, -3.199, 0.587], [1.330, -2.147, 0.566], [0.746, -0.980, 0.315], [2.803, -2.085, 0.864], [3.309, -3.263, 1.337], [4.648, -3.384, 1.722], [5.496, -2.289, 1.645], [5.032, -1.100, 1.149], [3.656, -0.895, 0.690], [3.236, 0.150, 0.196], [5.999, -0.015, 1.086], [5.775, 0.935, 0.369], [7.017, -0.117, 1.769], [5.146, -4.633, 2.207], [4.380, -5.589, 2.271], [6.324, -4.713, 2.540], [2.650, -4.114, 1.422], [6.523, -2.369, 1.964], [7.808, 5.833, 1.038], [6.220, 5.139, 1.059], [5.638, 4.642, -0.110], [6.537, 4.702, -1.589], [4.362, 4.112, -0.103], [3.652, 3.478, -1.544], [3.559, 4.036, 1.084], [2.389, 3.571, 1.095], [4.208, 4.537, 2.259], [3.296, 4.442, 3.727], [5.485, 5.071, 2.243], [6.185, 5.676, 3.709], [1.047, -0.749, -2.595], [0.538, -1.173, -3.904], [-0.895, -0.465, -4.368], [-1.911, -0.301, -3.298], [-2.888, 0.742, -3.864], [-2.570, 0.794, -5.362], [-1.066, 0.568, -5.385], [0.314, -2.820, -3.936], [0.055, -3.539, -2.674], [-1.259, -4.263, -2.939], [-1.139, -4.643, -4.418], [-0.392, -3.456, -5.050], [1.544, -0.895, -5.223], [2.027, 0.514, -5.314], [3.521, 0.420, -5.663], [3.707, -1.027, -6.121], [2.734, -1.777, -5.229], [-1.465, 0.024, -2.353], [-2.407, -1.260, -3.116], [-2.700, 1.713, -3.398], [-3.926, 0.475, -3.669], [-2.862, 1.732, -5.837], [-3.068, -0.030, -5.883], [-0.554, 1.503, -5.126], [-0.688, 0.226, -6.349], [0.026, -2.849, -1.826], [0.855, -4.262, -2.479], [-2.098, -3.581, -2.786], [-1.398, -5.124, -2.283], [-2.101, -4.820, -4.901], [-0.546, -5.556, -4.516], [-1.084, -2.745, -5.510], [0.305, -3.787, -5.826], [1.887, 1.037, -4.366], [1.468, 1.044, -6.084], [4.127, 0.618, -4.778], [3.802, 1.144, -6.428], [4.731, -1.386, -6.011], [3.410, -1.138, -7.168], [3.156, -1.880, -4.223], [2.473, -2.768, -5.595], [-1.335, -0.007, -0.051], [-0.751, -1.182, 0.323]]
}